Record 1
Density functional theory data (wB97M-V/def2-TZVPD) for C28H52OsP2 as an isolated structure.

Positions of all 83 atoms, in Å:
Os 0.200 -0.423 1.805
C -0.478 -2.313 2.576
C 0.890 -2.439 2.168
C 0.794 -0.826 3.828
C -0.539 -1.325 3.612
C 1.676 -1.536 2.950
C -1.611 -3.196 2.148
H -1.384 -3.687 1.199
H -2.533 -2.617 2.038
H -1.799 -3.979 2.896
C -1.751 -1.045 4.446
H -2.661 -1.330 3.908
H -1.812 0.019 4.689
H -1.727 -1.612 5.389
C 1.256 0.082 4.929
H 1.290 -0.465 5.883
H 0.586 0.939 5.049
H 2.266 0.456 4.722
C 3.175 -1.532 3.017
H 3.514 -2.187 3.833
H 3.566 -0.530 3.214
H 3.607 -1.911 2.088
C 1.453 -3.472 1.240
H 1.825 -4.335 1.815
H 2.298 -3.070 0.667
H 0.694 -3.837 0.542
C -1.820 0.479 -5.257
C -1.733 -0.854 -5.302
C -0.752 -1.648 -6.119
C 0.552 -0.918 -6.526
C 1.374 -0.376 -5.389
C 1.270 0.807 -4.777
C 0.319 1.912 -5.142
C -0.943 1.494 -5.936
H -1.247 -1.984 -7.047
H 0.323 -0.170 -7.292
H -0.478 -2.566 -5.577
H -0.652 1.211 -6.952
H -2.654 0.931 -4.705
H -2.501 -1.457 -4.799
H -1.552 2.403 -6.038
H -0.001 2.442 -4.230
H 2.005 1.070 -4.002
H 0.860 2.660 -5.748
H 1.180 -1.673 -7.020
H 2.179 -1.056 -5.081
P -0.841 -0.402 -0.397
P 1.901 0.971 0.702
C 0.061 0.846 -1.477
C 0.959 1.815 -0.697
H -0.710 1.396 -2.039
H 0.660 0.283 -2.210
H 1.748 2.242 -1.337
H 0.373 2.650 -0.282
C 2.721 2.230 1.720
H 3.363 1.721 2.452
H 2.004 2.855 2.265
H 3.346 2.883 1.095
C 3.211 0.043 -0.151
H 3.670 0.692 -0.911
H 2.809 -0.858 -0.634
H 3.980 -0.258 0.572
C -2.577 0.151 -0.212
H -3.072 -0.539 0.487
H -3.120 0.128 -1.170
H -2.640 1.165 0.207
C -0.848 -1.985 -1.284
H 0.153 -2.436 -1.258
H -1.154 -1.859 -2.333
H -1.549 -2.674 -0.795
C -1.643 2.491 4.464
C -1.892 1.993 3.025
C -2.635 3.113 2.262
C -0.595 1.554 2.300
H -1.000 3.386 4.477
H -1.184 1.744 5.123
H -2.609 2.783 4.899
H -2.562 1.124 3.062
H -2.010 4.016 2.195
H -2.941 2.820 1.250
H -3.547 3.377 2.811
H -0.629 1.990 1.292
H 0.275 2.011 2.814

Output
<S²>: 6.01
LUMO (spin up / spin down): -0.222 / -0.389 Eh
Net charge: +2
HOMO (spin up / spin down): -8.64 / -13.11 eV
Multiplicity: 5
Energy relative to the best compared isomer or geometry (same formula, charge and spin): 0.000 eV

Record 2
Density functional theory data (wB97M-V/def2-TZVPD) for one molecule with the formula C3H6N2O.

Positions of all 12 atoms, in Å:
C 1.179 -1.757 0.655
N 1.292 -0.353 0.382
C 0.761 0.464 -0.379
N -0.265 1.351 0.027
C -1.253 1.684 -0.887
O -2.286 2.230 -0.586
H 0.246 -1.840 1.218
H 1.130 -2.375 -0.256
H 1.967 -2.172 1.293
H 1.024 0.641 -1.439
H -0.562 1.262 0.997
H -1.039 1.355 -1.924

Output
LUMO: 0.021 Eh
HOMO: -8.49 eV
Energy relative to the best compared isomer or geometry (same formula, charge and spin): 2.516 eV

Record 3
Density functional theory data (wB97M-V/def2-TZVPD) for one molecule with the formula C2H2.

Positions of all 4 atoms, in Å:
C -0.621 0.019 0.022
C 0.636 0.026 -0.020
H -1.580 0.505 0.241
H 1.492 -0.777 -0.252

Output
LUMO: 0.029 Eh
HOMO: -10.58 eV
Energy relative to the best compared isomer or geometry (same formula, charge and spin): 0.860 eV

Which formula does entry 1 have? C28H52OsP2

Look up the energy relative to the best compared isomer or geometry (same formula, charge and spin) of the third one. 0.860 eV

Which formula does entry 1 have? C28H52OsP2